{
  "formula": "C41H72N8O3S2",
  "method": "the ωB97M-V functional and the def2-TZVPD basis",
  "species": ["C", "C", "N", "C", "C", "C", "S", "S", "C", "C", "C", "C", "C", "C", "C", "O", "C", "O", "O", "H", "H", "H", "H", "H", "H", "H", "H", "H", "H", "H", "H", "H", "H", "H", "H", "H", "H", "H", "H", "H", "H", "H", "C", "C", "C", "C", "N", "H", "H", "H", "H", "H", "H", "H", "C", "C", "C", "C", "N", "H", "H", "H", "H", "H", "H", "H", "C", "C", "C", "C", "N", "H", "H", "H", "H", "H", "H", "H", "C", "C", "C", "C", "N", "H", "H", "H", "H", "H", "H", "H", "C", "C", "C", "C", "N", "H", "H", "H", "H", "H", "H", "H", "C", "C", "C", "C", "N", "H", "H", "H", "H", "H", "H", "H", "C", "C", "C", "C", "N", "H", "H", "H", "H", "H", "H", "H"],
  "xyz": [[4.75819, -1.28870, -1.82494], [3.42232, -0.77851, -1.10679], [2.83729, 0.47938, -1.64588], [3.48707, 1.70863, -1.12793], [2.34856, 2.88422, -1.22338], [2.68200, 0.47541, -3.10076], [3.80466, 0.97343, -4.23748], [1.02516, -0.10338, -3.73443], [0.95910, -1.96268, -3.77223], [0.32558, -2.45026, -2.35719], [-1.27968, -2.52391, -2.34989], [-1.95567, -1.82818, -1.05421], [-1.81438, -0.21128, -1.17184], [-2.92861, 0.25706, -2.23991], [-2.31710, 0.86362, -3.58987], [-3.35534, 1.49529, -4.42381], [-1.20123, -2.28891, 0.28880], [-0.46184, -1.39746, 0.87788], [-1.33149, -3.59161, 0.77203], [5.63153, -0.54203, -1.75527], [5.09515, -2.25594, -1.29647], [4.55271, -1.58497, -2.91808], [2.69215, -1.65487, -1.05359], [3.70995, -0.55544, -0.01350], [3.75363, 1.64402, -0.01276], [4.39894, 2.06292, -1.71003], [1.35234, 2.35972, -1.47386], [2.17691, 3.40953, -0.22804], [2.54065, 3.59743, -2.09623], [2.01833, -2.37229, -3.91209], [0.33635, -2.28106, -4.67554], [0.67016, -1.68570, -1.58304], [0.71900, -3.50252, -2.17415], [-1.63833, -3.61777, -2.33566], [-1.70528, -2.08451, -3.32629], [-0.74054, 0.02686, -1.48410], [-2.04241, 0.29773, -0.16932], [-3.61192, -0.61856, -2.54255], [-3.58129, 1.07187, -1.76058], [-1.49779, 1.64664, -3.38117], [-1.89319, 0.00102, -4.22651], [-2.88431, 1.74496, -5.24917], [-6.37456, -4.54775, -0.25708], [-5.86122, -3.11430, -0.33473], [-5.82926, -2.56385, -1.75694], [-4.89892, -3.30518, -2.60812], [-4.16289, -3.87884, -3.27893], [-5.72941, -5.23415, -0.81192], [-6.39919, -4.88459, 0.78254], [-7.38835, -4.62410, -0.66433], [-4.86033, -3.06440, 0.10635], [-6.50954, -2.47683, 0.27307], [-5.52120, -1.51461, -1.72213], [-6.83458, -2.58595, -2.19311], [-3.11272, 1.00222, 3.28128], [-3.56316, 2.14769, 2.38613], [-5.06528, 2.12271, 2.09359], [-5.45380, 0.92209, 1.34984], [-5.74948, -0.03394, 0.78364], [-3.29478, 0.03241, 2.81079], [-2.04186, 1.07728, 3.47942], [-3.63877, 1.02371, 4.23945], [-2.99744, 2.11680, 1.45078], [-3.31569, 3.09593, 2.87757], [-5.32867, 3.00952, 1.50851], [-5.63220, 2.18020, 3.02822], [7.72258, -4.82581, 0.96747], [9.06241, -4.68396, 0.25506], [9.29190, -3.28101, -0.30942], [8.31290, -2.93442, -1.34311], [7.53184, -2.66527, -2.14357], [6.88661, -4.65377, 0.28526], [7.61527, -5.83421, 1.37392], [7.64216, -4.11532, 1.79422], [9.12599, -5.42718, -0.54591], [9.86396, -4.91178, 0.96545], [10.29703, -3.22941, -0.73884], [9.25388, -2.54413, 0.49823], [1.05200, -0.03574, 5.74446], [1.05300, 0.86913, 6.97192], [-0.32483, 0.98792, 7.62670], [-1.30584, 1.61335, 6.73670], [-2.07223, 2.08960, 6.02361], [0.39803, 0.35316, 4.96027], [2.05891, -0.10909, 5.32782], [0.71619, -1.04339, 6.00159], [1.42255, 1.86036, 6.68967], [1.75669, 0.46406, 7.70678], [-0.23682, 1.58749, 8.53804], [-0.67879, -0.00138, 7.93093], [1.44404, 3.81438, 3.01408], [1.00121, 4.96919, 2.12338], [-0.50094, 4.95656, 1.83470], [-0.90756, 3.76527, 1.08584], [-1.21930, 2.81842, 0.51188], [1.25342, 2.84816, 2.54021], [2.51707, 3.87926, 3.21236], [0.91812, 3.83633, 3.97302], [1.56550, 4.93874, 1.18582], [1.25581, 5.91318, 2.61840], [-0.76055, 5.84817, 1.25568], [-1.06114, 5.01348, 2.77314], [-6.37797, -4.06833, -5.61402], [-6.81396, -2.94078, -6.54107], [-8.29497, -3.01569, -6.92060], [-8.61305, -4.22649, -7.68325], [-8.85837, -5.18402, -8.27299], [-6.49941, -5.04640, -6.08828], [-5.32502, -3.95580, -5.35317], [-6.95999, -4.06087, -4.68882], [-6.19338, -2.95442, -7.44269], [-6.62852, -1.98503, -6.04111], [-8.55341, -2.13880, -7.52231], [-8.91223, -2.97458, -6.01841], [6.44606, 5.11321, 4.30691], [6.05173, 6.24585, 3.36682], [4.58285, 6.18650, 2.94490], [4.27695, 4.97762, 2.17552], [4.04137, 4.02098, 1.58182], [6.32660, 4.13759, 3.82948], [7.49423, 5.21210, 4.59948], [5.83649, 5.12806, 5.21431], [6.69819, 6.22397, 2.48406], [6.23357, 7.20039, 3.87129], [4.35144, 7.06493, 2.33508], [3.93936, 6.23538, 3.82846]],
  "forces_ev_per_a": [[-0.13, -0.57, 0.16], [1.09, -1.03, 0.92], [1.11, 0.02, -1.17], [-0.95, 1.99, 0.43], [-0.53, -0.85, -0.51], [-0.27, -0.94, 0.13], [-0.88, 0.10, 1.21], [0.99, 0.20, -0.17], [0.23, -0.85, 1.21], [-0.08, -0.10, -1.07], [-0.93, -0.12, 0.91], [1.86, 0.60, 0.70], [-0.97, -1.65, -0.23], [0.25, 0.89, -0.76], [0.34, -0.59, 0.39], [0.84, 0.03, -0.27], [0.28, -2.22, 0.84], [-1.46, -1.69, -0.80], [0.35, 4.57, -1.98], [-1.43, -1.05, -0.29], [-0.54, 1.48, -0.71], [0.47, 0.63, 1.63], [0.65, 1.46, -0.32], [-0.65, -0.27, -1.61], [-0.38, -0.45, -1.76], [-0.94, -0.72, 0.66], [1.48, 0.73, 0.47], [0.52, -0.51, -1.43], [-0.08, -0.73, 1.40], [-1.31, 0.62, 0.09], [0.75, 0.67, 1.20], [-0.47, -1.34, -0.77], [-0.27, 1.36, 0.18], [0.80, 1.50, -0.10], [0.58, -0.41, 1.28], [-1.23, 0.28, 0.24], [0.56, -0.91, -1.51], [1.11, 1.21, 0.59], [0.75, -1.00, -0.75], [-1.12, -1.27, -0.18], [-0.26, 1.23, 1.12], [-0.56, -0.24, 0.84], [0.04, -0.04, -0.05], [-0.06, -0.32, 0.49], [0.04, 0.29, 0.32], [0.30, 0.22, 0.02], [-0.29, -0.16, -0.10], [-0.02, 0.04, 0.01], [0.00, 0.00, -0.06], [-0.03, -0.06, -0.01], [0.02, 0.16, -0.22], [0.12, 0.07, -0.17], [0.17, -0.15, -0.05], [0.04, -0.15, -0.12], [-0.10, -0.20, -0.08], [0.29, -0.26, 0.07], [0.23, 0.33, -0.02], [-0.15, -0.15, 0.01], [-0.09, 0.33, 0.10], [0.10, 0.07, -0.08], [-0.11, -0.07, -0.05], [0.04, 0.03, -0.02], [-0.33, -0.07, 0.19], [-0.13, 0.05, -0.07], [-0.10, -0.16, -0.07], [-0.04, -0.17, -0.08], [-0.05, -0.07, -0.04], [-0.19, -0.26, 0.22], [0.28, -0.17, 0.02], [-0.13, 0.20, -0.07], [0.43, -0.21, 0.11], [0.06, 0.04, 0.06], [-0.02, 0.09, 0.00], [-0.03, -0.03, -0.05], [0.05, 0.14, 0.00], [0.04, 0.09, -0.13], [-0.13, 0.11, -0.07], [-0.12, 0.01, -0.12], [0.01, 0.08, -0.04], [0.28, -0.19, -0.31], [0.29, 0.09, 0.22], [-0.22, -0.07, -0.07], [0.26, 0.13, 0.39], [0.03, -0.10, 0.03], [-0.11, -0.03, -0.01], [0.00, 0.05, -0.08], [-0.10, -0.01, 0.10], [-0.13, 0.10, 0.08], [-0.18, 0.02, -0.08], [-0.09, 0.08, -0.15], [0.02, -0.06, 0.23], [0.29, -0.17, 0.14], [0.15, 0.30, -0.05], [-0.03, -0.13, -0.06], [0.31, 0.51, -0.02], [0.00, 0.05, 0.01], [-0.50, -0.18, 0.11], [-0.11, -0.03, -0.04], [-0.18, 0.03, 0.07], [-0.11, 0.07, -0.07], [-0.09, -0.14, -0.04], [-0.03, -0.15, -0.08], [0.09, -0.03, -0.21], [0.32, -0.18, 0.23], [0.16, 0.37, -0.08], [-0.18, -0.18, -0.01], [0.07, 0.29, 0.11], [-0.08, 0.04, 0.00], [-0.18, -0.04, 0.10], [0.10, -0.01, 0.00], [-0.14, 0.06, 0.01], [-0.10, -0.03, -0.12], [-0.13, -0.17, -0.05], [0.00, -0.16, -0.09], [0.08, -0.06, -0.01], [0.30, -0.11, 0.19], [0.10, 0.28, -0.10], [0.15, -0.09, -0.25], [0.53, 0.39, 0.07], [-0.05, 0.07, 0.03], [-0.08, -0.03, 0.02], [0.03, -0.03, -0.04], [-0.15, 0.04, 0.01], [-0.11, -0.01, -0.12], [-0.11, -0.16, -0.03], [-0.04, -0.15, -0.08]],
  "spin_multiplicity": 1,
  "homo_energy_ev": 1.76,
  "orbital_gap_ev": 1.20,
  "energy_ha": -3065.25230,
  "e_lumo_ha": 0.1089,
  "total_charge": -2,
  "fmax_ev_per_a": 5.0
}